[1]
Below is C24H70CrN11O15 as an isolated structure, with properties calculated with ωB97M-V with the def2-TZVPD basis set.

Last column: Mulliken spin population.
Positions of all 121 atoms, in Å:
Cr  -17.736  4.552  -13.391  3.99
C  -20.964  1.674  -12.779  0.00
C  -20.187  2.939  -12.520  -0.02
O  -20.544  3.712  -11.616  0.00
O  -19.221  3.177  -13.336  -0.06
H  -21.104  1.571  -13.854  0.00
H  -21.924  1.689  -12.267  0.00
H  -20.491  0.760  -12.407  0.00
C  -24.593  -0.851  -13.383  0.00
O  -24.137  -0.573  -14.487  0.00
N  -24.765  -2.142  -12.952  0.00
N  -25.024  0.073  -12.461  0.00
H  -24.397  -2.919  -13.470  0.00
H  -25.460  -2.382  -12.271  0.00
H  -25.531  -0.212  -11.646  0.00
H  -25.049  1.044  -12.767  0.00
C  -25.403  3.849  -13.043  0.00
O  -25.232  2.732  -13.537  0.00
N  -24.622  4.364  -12.049  0.00
N  -26.514  4.609  -13.345  0.00
H  -23.755  3.947  -11.744  0.00
H  -24.971  5.205  -11.633  0.00
H  -26.629  5.535  -12.988  0.00
H  -27.249  4.064  -13.760  0.00
C  -19.576  7.000  -12.156  0.00
O  -18.820  6.147  -12.690  0.04
N  -20.738  6.579  -11.635  0.00
N  -19.196  8.274  -11.981  0.00
H  -21.177  7.102  -10.895  0.00
H  -20.882  5.571  -11.619  0.00
H  -18.238  8.523  -12.144  0.00
H  -19.798  8.915  -11.497  0.00
C  -21.263  3.373  -7.922  0.00
O  -21.464  3.592  -6.740  0.00
N  -21.397  2.131  -8.500  0.00
N  -20.829  4.336  -8.810  0.00
H  -21.230  2.021  -9.484  0.00
H  -21.415  1.319  -7.912  0.00
H  -20.754  4.149  -9.797  0.00
H  -20.588  5.248  -8.471  0.00
C  -24.201  1.966  -21.217  0.00
O  -22.996  1.935  -20.507  0.00
C  -23.078  1.373  -19.223  0.00
C  -21.632  1.259  -18.754  0.00
N  -21.399  0.814  -17.381  0.00
C  -21.548  -0.650  -17.225  0.00
C  -20.615  -1.079  -16.106  0.00
O  -19.284  -0.977  -16.578  0.00
C  -18.304  -0.929  -15.570  0.00
H  -24.056  2.452  -22.179  0.00
H  -24.927  2.575  -20.657  0.00
H  -24.689  1.004  -21.409  0.00
H  -23.596  0.403  -19.237  0.00
H  -23.666  1.977  -18.514  0.00
H  -21.165  2.230  -18.939  0.00
H  -21.131  0.577  -19.444  0.00
H  -22.176  1.147  -16.800  0.00
H  -21.276  -1.236  -18.107  0.00
H  -22.581  -0.947  -17.011  0.00
H  -20.744  -2.153  -15.913  0.00
H  -20.844  -0.510  -15.197  0.00
H  -17.349  -0.878  -16.086  0.00
H  -18.391  -1.771  -14.876  0.00
H  -18.385  -0.006  -14.987  0.00
C  -16.751  -6.613  -8.921  0.00
O  -16.425  -5.326  -9.348  0.00
C  -17.027  -4.306  -8.560  0.00
C  -17.180  -3.074  -9.406  0.00
N  -17.897  -3.300  -10.687  0.00
C  -19.230  -2.736  -10.743  0.00
C  -19.876  -2.850  -12.100  0.00
O  -20.493  -4.110  -12.240  0.00
C  -21.209  -4.263  -13.442  0.00
H  -16.060  -7.417  -9.178  0.00
H  -17.706  -6.960  -9.349  0.00
H  -16.899  -6.735  -7.839  0.00
H  -16.308  -4.075  -7.761  0.00
H  -17.917  -4.675  -8.038  0.00
H  -16.162  -2.801  -9.710  0.00
H  -17.566  -2.186  -8.907  0.00
H  -17.909  -4.315  -10.740  0.00
H  -19.160  -1.681  -10.460  0.00
H  -19.943  -3.146  -10.007  0.00
H  -19.190  -2.643  -12.928  0.00
H  -20.669  -2.085  -12.166  0.00
H  -20.667  -3.979  -14.347  0.00
H  -22.173  -3.767  -13.322  0.00
H  -21.354  -5.338  -13.559  0.00
C  -14.017  -1.092  -11.404  0.00
O  -15.074  -0.527  -10.642  0.00
C  -16.084  0.006  -11.449  0.00
C  -17.199  0.496  -10.557  0.00
N  -16.818  1.724  -9.828  0.00
C  -17.789  1.970  -8.779  0.00
C  -17.684  3.291  -8.038  0.00
O  -16.549  3.422  -7.228  0.00
C  -16.524  2.594  -6.104  0.00
H  -14.468  -1.814  -12.086  0.00
H  -13.275  -1.537  -10.747  0.00
H  -13.480  -0.295  -11.931  0.00
H  -16.537  -0.835  -11.996  0.00
H  -15.800  0.816  -12.132  0.00
H  -17.415  -0.242  -9.773  0.00
H  -18.150  0.673  -11.067  0.00
H  -15.880  1.563  -9.473  0.00
H  -17.998  1.115  -8.119  0.00
H  -18.743  2.094  -9.317  0.00
H  -18.597  3.384  -7.428  0.00
H  -17.793  4.121  -8.738  0.00
H  -16.742  1.538  -6.318  0.00
H  -17.346  2.802  -5.401  0.00
H  -15.572  2.699  -5.597  0.00
O  -23.610  1.814  -15.602  0.00
H  -23.675  0.875  -15.310  0.00
H  -24.333  2.235  -15.104  0.00
O  -18.903  2.021  -16.178  0.00
H  -19.205  2.023  -15.262  0.00
H  -19.682  1.716  -16.695  0.00
O  -18.348  4.974  -15.361  0.02
H  -19.065  4.434  -15.747  0.00
H  -17.908  5.390  -16.113  0.01

Calculated values
charge: +1
multiplicity: 5
orbital gap (alpha / beta): 5.755 / 6.105 eV

=====

[2]
Below is a 8-piece molecular cluster, C24H70N6O8 overall, with properties calculated with ωB97M-V with the def2-TZVPD basis set.

Last column: Löwdin charge in e.
Positions of all 108 atoms, in Å:
O  3.385  -1.323  -0.838  -0.07
H  2.985  -2.135  -0.543  -0.04
H  2.730  -0.674  -1.132  -0.03
O  1.643  0.849  -1.221  -0.08
H  1.310  1.384  -1.975  0.02
H  2.076  1.508  -0.661  0.04
C  -2.605  -2.005  -1.388  -0.09
C  -2.839  -3.172  -0.441  -0.40
C  -2.490  -2.682  0.996  -0.25
O  -2.308  -3.817  1.780  -0.20
C  -2.058  -3.472  3.198  -0.06
N  -4.276  -3.506  -0.674  0.03
H  -1.565  -1.653  -1.457  0.07
H  -3.142  -1.129  -0.964  0.09
H  -2.944  -2.202  -2.372  0.06
H  -2.238  -4.089  -0.673  0.15
H  -3.328  -2.048  1.401  0.13
H  -1.536  -2.103  0.912  0.12
H  -1.468  -4.327  3.583  0.10
H  -3.023  -3.369  3.717  0.09
H  -1.493  -2.587  3.289  0.04
H  -4.610  -4.298  -0.165  0.06
H  -4.830  -2.720  -0.346  0.06
C  4.638  -3.129  5.421  -0.08
C  4.328  -3.966  4.194  -0.42
C  2.931  -3.817  3.613  -0.21
O  2.728  -2.497  3.091  -0.19
C  1.393  -2.393  2.587  -0.09
N  5.197  -3.590  3.057  0.04
H  5.688  -3.313  5.774  0.09
H  3.956  -3.368  6.217  0.07
H  4.545  -2.075  5.139  0.08
H  4.445  -5.016  4.539  0.13
H  2.111  -4.020  4.286  0.12
H  2.845  -4.498  2.789  0.10
H  0.599  -2.898  3.176  0.07
H  1.365  -2.767  1.524  0.08
H  1.249  -1.283  2.590  0.08
H  4.812  -3.157  2.255  0.04
H  5.891  -2.852  3.321  0.09
C  0.557  2.374  3.872  -0.04
C  -0.136  1.373  2.851  -0.41
C  -1.586  1.615  2.593  -0.20
O  -2.297  1.739  3.854  -0.21
C  -3.711  1.743  3.627  -0.11
N  0.614  1.392  1.584  0.06
H  0.025  2.323  4.850  0.08
H  0.442  3.405  3.596  0.05
H  1.644  2.197  3.964  0.08
H  -0.022  0.408  3.353  0.12
H  -2.038  0.713  2.124  0.13
H  -1.778  2.583  2.020  0.14
H  -4.011  2.211  2.673  0.08
H  -4.060  2.322  4.471  0.08
H  -4.191  0.757  3.725  0.08
H  0.232  2.121  0.986  0.03
H  0.420  0.536  1.078  0.06
C  -0.155  2.068  -5.457  -0.05
C  0.479  3.055  -4.561  -0.43
C  0.059  4.509  -4.879  -0.21
O  -1.347  4.517  -4.826  -0.23
C  -1.862  5.848  -5.110  -0.06
N  0.218  2.747  -3.150  0.08
H  -1.188  2.073  -5.123  0.08
H  0.277  1.097  -5.376  0.07
H  -0.128  2.317  -6.555  0.11
H  1.561  3.092  -4.635  0.13
H  0.357  4.821  -5.876  0.12
H  0.459  5.164  -4.131  0.11
H  -2.830  5.660  -5.510  0.08
H  -1.288  6.298  -5.921  0.08
H  -1.854  6.401  -4.153  0.09
H  -0.712  2.403  -3.232  0.04
H  0.079  3.610  -2.642  0.05
C  -2.745  3.468  -1.686  -0.06
C  -2.609  4.512  -0.646  -0.44
C  -1.201  5.038  -0.500  -0.22
O  -0.377  4.026  -0.052  -0.21
C  0.952  4.370  -0.035  -0.14
N  -3.392  5.698  -1.099  0.03
H  -3.771  3.159  -1.800  0.08
H  -2.150  2.566  -1.505  0.08
H  -2.381  3.955  -2.625  0.08
H  -3.001  4.190  0.338  0.14
H  -1.060  5.811  0.231  0.13
H  -0.829  5.355  -1.514  0.14
H  1.565  3.561  0.344  0.07
H  1.099  5.184  0.686  0.10
H  1.458  4.757  -0.915  0.09
H  -4.366  5.436  -1.365  0.09
H  -3.427  6.338  -0.309  0.07
C  1.144  -5.580  0.034  -0.04
C  2.017  -4.904  -1.113  -0.41
C  1.192  -3.855  -1.809  -0.26
O  1.853  -3.380  -2.933  -0.15
C  1.257  -2.201  -3.434  -0.11
N  3.086  -4.237  -0.441  0.04
H  0.311  -6.169  -0.396  0.08
H  0.863  -4.921  0.858  0.05
H  1.854  -6.338  0.480  0.08
H  2.328  -5.609  -1.873  0.14
H  1.068  -3.127  -1.031  0.11
H  0.264  -4.278  -2.125  0.12
H  1.487  -1.302  -2.830  0.07
H  0.162  -2.123  -3.572  0.08
H  1.695  -1.963  -4.433  0.10
H  3.447  -4.739  0.386  0.09
H  3.879  -3.982  -1.003  0.09

Calculated values
energy relative to the best compared isomer or geometry (same formula, charge and spin): 51.85 kcal per mole
multiplicity: 1
structure (SMILES): COC[C@H](C)N.COC[C@H](C)N.COC[C@H](C)N.COC[C@H](C)N.COC[C@H](C)N.COC[C@H](C)N.O.O
orbital gap: 9.233 eV

=====

For each record above, in turn, the calculated DFT total energy values are -3731.65855 -1886.68788 a.u..
For each record above, in turn, the calculated F_max values are 2.7 3.1 eV Å⁻¹.